ORCA calculation (ωB97M-V with the def2-TZVPD basis set) on a 2-piece molecular cluster, C4H8OS overall at a distorted geometry.

Geometry as XYZ:
```
14
Properties=species:S:1:pos:R:3
C -1.1781 0.5340 -0.9307
C -1.0029 -0.4172 0.4360
C 0.3563 -1.1061 -0.1393
C 1.3770 -1.2558 0.8981
H -1.3469 3.3756 0.1887
H -0.9572 -0.0022 -1.8134
H -2.1655 1.1188 -1.3000
H -1.7250 -1.2738 0.4460
H -0.6689 0.3942 1.3029
H 0.3945 -1.1956 -1.3726
H 2.5431 -1.3978 0.8087
H 1.2485 -0.8715 1.8709
O 0.6158 -2.4559 0.6385
S 0.0273 2.0606 -0.4265
```

Computed properties:
spin multiplicity = 1
electronic energy = -630.38348 a.u.
lowest unoccupied orbital energy = -1.05 eV
gap between HOMO and LUMO = 8.280 eV
relative energy (zero: lowest compared OMol25 entry of this formula, charge and spin) = 660.15 kJ/mol

ORCA calculation (ωB97M-V with the def2-TZVPD basis set) on C4H8OS in the gas phase at a distorted geometry.

Geometry as XYZ:
```
14
Properties=species:S:1:pos:R:3
C 1.0793 -0.0338 0.3718
C 0.4223 1.3413 -0.1762
C -1.0812 1.1660 0.0384
C 0.1571 -1.1350 -0.0645
H 2.9296 -0.2593 0.4995
H 0.8701 0.1724 1.5152
H 0.7434 2.1763 0.3936
H 0.6963 1.4434 -1.2782
H -1.7018 1.6146 -0.6311
H -1.2360 1.5730 1.0420
H 0.1201 -2.0546 0.5326
H 0.4205 -1.3125 -1.1046
O 2.3295 -0.2834 -0.2031
S -1.5590 -0.5698 -0.0226
```

Computed properties:
spin multiplicity = 1
electronic energy = -630.59997 a.u.
lowest unoccupied orbital energy = 0.78 eV
gap between HOMO and LUMO = 9.145 eV
SMILES = O[C@H]1CCSC1
relative energy (zero: lowest compared OMol25 entry of this formula, charge and spin) = 91.76 kJ/mol

ORCA calculation (ωB97M-V with the def2-TZVPD basis set) on C4H8OS in the gas phase at a distorted geometry.

Geometry as XYZ:
```
14
Properties=species:S:1:pos:R:3
C -0.9846 1.3288 1.3558
C -0.0773 0.3980 1.1216
C -0.5590 -1.2534 -0.8575
C 0.6072 0.0009 -0.1973
O 1.8726 -0.5033 -0.1678
S 0.4494 1.3170 -1.4564
H -1.3516 1.5163 2.4332
H -1.1505 2.0966 0.6817
H 0.2148 -0.2228 2.0015
H -1.6529 -0.8710 -0.7928
H -0.4971 -1.1768 -1.9048
H -0.2559 -2.1913 -0.4669
H 1.7635 -1.2781 0.3632
H 1.6213 0.8393 -2.1134
```

Computed properties:
spin multiplicity = 1
electronic energy = -630.53872 a.u.
lowest unoccupied orbital energy = 0.75 eV
gap between HOMO and LUMO = 9.534 eV
SMILES = C=C[C@](C)(O)S
relative energy (zero: lowest compared OMol25 entry of this formula, charge and spin) = 252.56 kJ/mol

ORCA calculation (ωB97M-V with the def2-TZVPD basis set) on C4H8OS in the gas phase at a distorted geometry.

Geometry as XYZ:
```
14
Properties=species:S:1:pos:R:3
C 1.4324 1.2418 -0.4734
C 0.2203 0.9354 -0.6882
C 0.1198 -1.1347 0.8477
C -0.4568 -0.3083 -0.2203
O -0.7430 -1.0908 -1.3123
S -2.2249 0.2601 0.4988
H 1.7400 2.1940 -1.0632
H 2.1489 1.1280 0.3465
H -0.3924 1.3170 -1.5881
H -0.3907 -2.0601 1.1244
H 1.2497 -1.3267 0.5918
H 0.0485 -0.5532 1.7680
H -1.1276 -1.8354 -0.9977
H -1.6241 1.2329 1.1662
```

Computed properties:
spin multiplicity = 3
electronic energy = -630.39417 a.u.
lowest unoccupied orbital energy (alpha / beta) = 0.73 / -2.87 eV
gap between HOMO and LUMO (alpha / beta) = 5.406 / 6.986 eV
relative energy (zero: lowest compared OMol25 entry of this formula, charge and spin) = 285.56 kJ/mol

ORCA calculation (ωB97M-V with the def2-TZVPD basis set) on C4H8OS2 in the gas phase at a distorted geometry.

Geometry as XYZ:
```
15
Properties=species:S:1:pos:R:3
C -0.0118 -0.8956 0.2734
C -0.9433 -0.3565 -0.7258
C 1.3944 -0.3966 0.2087
C 1.6853 0.9183 0.1320
O -3.0332 -1.6960 0.1837
S -2.8049 1.2246 0.6233
S -2.7877 -0.4923 -0.6010
H -0.4084 -0.7717 1.3102
H -0.1469 -1.9848 0.3182
H -0.6944 0.8080 -0.8641
H -0.8291 -0.7908 -1.6142
H 2.2680 -1.0856 0.3929
H 2.7377 1.2204 0.0993
H 0.9182 1.6078 -0.1081
H -4.2018 1.2729 1.0270
```

Computed properties:
spin multiplicity = 3
electronic energy = -1028.52138 a.u.
lowest unoccupied orbital energy (alpha / beta) = -0.42 / -4.40 eV
gap between HOMO and LUMO (alpha / beta) = 3.354 / 3.880 eV
relative energy (zero: lowest compared OMol25 entry of this formula, charge and spin) = 347.42 kJ/mol

ORCA calculation (ωB97M-V with the def2-TZVPD basis set) on C4H8P2 in the gas phase.

Geometry as XYZ:
```
14
Properties=species:S:1:pos:R:3
C -0.9397 -0.7501 -0.3610
C 1.1874 0.4064 -0.0297
C -2.3879 -1.1559 -0.2441
C 2.2405 1.3604 0.4766
P -0.5297 1.0733 -0.3459
P -0.0147 -0.3181 1.2045
H -0.3836 -1.3507 -1.0848
H 1.5665 -0.2905 -0.7811
H -2.9028 -0.5331 0.4859
H -2.4688 -2.1960 0.0717
H -2.8927 -1.0506 -1.2044
H 1.8203 2.0351 1.2211
H 2.6408 1.9574 -0.3428
H 3.0643 0.8124 0.9338
```

Computed properties:
spin multiplicity = 1
electronic energy = -839.88549 a.u.
lowest unoccupied orbital energy = 0.79 eV
gap between HOMO and LUMO = 9.565 eV
SMILES = C[C@H]1P2#P1[C@@H]2C
relative energy (zero: lowest compared OMol25 entry of this formula, charge and spin) = 0.00 kJ/mol